No. 1
Entry from OMol25: a cluster of 13 separate species, C21H70IN4O12 in total (ωB97M-V/def2-TZVPD).

Last column: Mulliken charge in e.
CARTESIAN COORDINATES (ANGSTROEM)
C 7.805 2.569 -1.667  -1.178
C 6.414 3.163 -1.856  -0.205
I 5.985 3.477 -3.952  0.089
C 5.328 2.255 -1.287  -1.385
C 3.910 2.821 -1.085  0.217
C 3.753 4.341 -0.916  0.239
C 2.457 4.737 -1.629  -0.585
C 2.373 3.732 -2.768  -0.891
N 2.932 2.437 -2.217  0.139
C 1.804 1.556 -1.771  -1.491
C 2.151 0.075 -1.372  0.305
N 1.420 -0.307 -0.160  -0.388
N 3.585 -0.052 -1.146  -0.323
N 1.777 -0.862 -2.408  -0.679
H 7.756 1.485 -1.545  0.312
H 8.472 2.786 -2.499  0.393
H 8.260 2.989 -0.767  0.351
H 6.373 4.158 -1.421  0.425
H 5.671 1.887 -0.315  0.444
H 5.264 1.366 -1.917  0.515
H 3.503 2.329 -0.203  0.347
H 4.572 4.889 -1.375  -0.474
H 3.740 4.573 0.147  0.423
H 1.581 4.724 -0.980  0.297
H 2.547 5.735 -2.054  0.275
H 1.368 3.557 -3.145  0.439
H 3.006 4.030 -3.601  0.349
H 3.467 1.980 -2.958  0.431
H 1.322 2.106 -0.959  0.518
H 1.107 1.520 -2.607  0.450
H 1.522 0.450 0.515  0.270
H 0.422 -0.329 -0.373  0.331
H 3.753 -0.232 -0.160  0.166
H 3.901 -0.899 -1.610  0.320
H 2.389 -0.823 -3.214  0.256
H 0.821 -0.761 -2.729  0.285
C 6.218 7.649 -0.780  -0.901
O 5.425 7.171 0.312  -0.516
H 5.895 7.100 -1.664  0.270
H 6.048 8.711 -0.961  0.452
H 7.283 7.472 -0.617  0.423
H 5.670 7.659 1.105  0.283
C 2.397 -1.523 3.201  -0.248
O 1.481 -0.431 3.191  -0.530
H 2.812 -1.571 4.205  0.310
H 1.905 -2.471 2.972  0.027
H 3.219 -1.377 2.493  0.144
H 1.095 -0.384 2.313  0.316
C -0.638 -3.399 1.314  -0.151
O 0.489 -3.457 0.438  -0.519
H -0.798 -4.408 1.686  -0.065
H -0.448 -2.734 2.165  0.125
H -1.543 -3.077 0.794  0.322
H 0.649 -2.574 0.094  0.234
C 2.795 8.611 -1.217  -0.299
O 3.001 9.383 -0.053  -0.527
H 1.977 9.058 -1.779  0.386
H 3.684 8.589 -1.855  0.113
H 2.513 7.583 -0.963  0.051
H 3.716 8.964 0.436  0.299
C 7.612 9.465 -3.712  -0.547
O 6.329 9.778 -3.183  -0.453
H 8.087 8.786 -3.005  0.187
H 7.544 8.965 -4.682  0.268
H 8.240 10.352 -3.812  0.289
H 5.892 10.383 -3.790  0.282
C -3.665 -5.783 1.039  -0.613
O -3.950 -4.380 0.960  -0.479
H -3.309 -6.092 0.059  0.245
H -2.891 -6.003 1.778  0.241
H -4.572 -6.337 1.281  0.326
H -4.290 -4.103 1.817  0.257
C -7.959 -6.870 1.785  -0.440
O -6.903 -6.880 0.830  -0.483
H -8.156 -7.905 2.055  0.277
H -7.682 -6.321 2.689  0.255
H -8.864 -6.427 1.369  0.114
H -6.745 -5.970 0.560  0.258
C -6.371 -2.189 0.650  -0.417
O -6.370 -2.336 2.063  -0.533
H -6.491 -3.190 0.239  -0.038
H -7.194 -1.556 0.302  0.385
H -5.425 -1.792 0.277  0.322
H -6.272 -1.469 2.467  0.288
C 0.834 -6.340 3.286  -0.348
O 0.031 -6.550 2.131  -0.471
H 0.180 -6.421 4.149  0.152
H 1.631 -7.083 3.365  0.315
H 1.281 -5.340 3.289  0.069
H 0.591 -6.467 1.354  0.279
C -8.860 -4.165 -1.108  -0.651
O -9.245 -4.176 0.263  -0.419
H -9.273 -5.073 -1.543  0.232
H -9.271 -3.308 -1.644  0.330
H -7.773 -4.188 -1.229  0.314
H -8.916 -3.380 0.693  0.216
C -2.151 -4.671 6.387  -0.556
O -0.995 -4.658 5.559  -0.392
H -2.258 -5.687 6.757  0.225
H -2.048 -3.999 7.243  0.259
H -3.055 -4.407 5.832  0.241
H -0.875 -3.768 5.217  0.241
C -12.491 -5.200 -1.755  -0.536
O -12.029 -4.262 -0.801  -0.481
H -13.228 -4.689 -2.371  0.230
H -11.688 -5.558 -2.407  0.249
H -12.973 -6.064 -1.288  0.247
H -11.363 -4.673 -0.239  0.277

Computed properties:
net charge = +1
spin multiplicity = 1
orbital gap = 8.426 eV
HOMO energy = -11.04 eV

No. 2
Entry from OMol25: a cluster of 15 separate species, C21H72N6O15 in total in a non-equilibrium geometry (ωB97M-V/def2-TZVPD).

Last column: Mulliken charge in e.
CARTESIAN COORDINATES (ANGSTROEM)
C -2.803 2.438 3.612  -1.199
C -1.446 1.788 4.032  -0.577
O -0.737 1.585 2.799  -0.062
H -2.739 3.517 3.489  0.344
H -3.553 2.366 4.349  0.451
H -3.109 2.112 2.674  0.069
H -1.501 0.855 4.562  0.404
H -0.748 2.392 4.621  0.508
H -0.565 2.438 2.350  -0.224
C 1.658 -1.312 -5.369  -1.164
C 2.158 -1.800 -4.034  0.569
O 3.547 -1.764 -3.945  -0.671
H 1.578 -0.164 -5.339  0.011
H 0.626 -1.719 -5.401  0.221
H 2.210 -1.683 -6.166  0.519
H 1.929 -2.866 -3.975  0.091
H 1.640 -1.287 -3.216  -0.038
H 3.811 -1.974 -3.022  0.481
C -3.345 0.932 -0.404  1.028
C -3.420 2.130 -1.408  0.272
O -4.306 2.910 -0.749  -0.557
H -2.573 0.345 -0.752  -0.881
H -4.283 0.325 -0.275  0.651
H -3.152 1.188 0.625  -0.515
H -3.864 1.796 -2.395  0.328
H -2.530 2.685 -1.528  -0.577
H -5.113 2.469 -0.694  0.319
C -3.600 -1.162 2.538  -1.029
C -2.662 -2.286 2.323  0.600
O -1.587 -2.078 3.216  -0.489
H -2.897 -0.246 2.535  0.016
H -4.142 -1.011 3.476  0.370
H -4.309 -0.963 1.717  0.273
H -2.390 -2.364 1.316  -0.715
H -3.232 -3.134 2.660  0.551
H -1.791 -2.209 4.129  0.259
C -3.035 -2.332 -1.340  -0.493
C -3.336 -3.817 -1.083  -0.607
O -4.520 -4.098 -1.775  -0.532
H -3.040 -2.013 -2.309  0.865
H -2.093 -2.118 -0.961  -0.291
H -3.720 -1.581 -0.889  0.203
H -3.387 -3.789 -0.077  0.356
H -2.462 -4.396 -1.438  0.259
H -4.881 -4.921 -1.455  0.323
C -2.096 4.701 1.001  -0.826
C -0.888 4.992 1.845  -0.175
O 0.045 4.082 1.329  -0.397
H -3.037 5.091 1.467  0.423
H -2.376 3.712 0.983  -0.252
H -2.037 5.165 0.001  0.415
H -1.076 4.786 2.912  0.296
H -0.399 5.994 1.764  0.330
H 0.870 4.335 1.736  0.099
C 1.026 3.970 -2.066  0.466
O 2.265 4.119 -1.538  -0.685
N 0.884 3.931 -3.409  -0.400
N -0.108 3.983 -1.399  0.110
H 1.866 3.818 -3.807  0.311
H 0.084 3.530 -3.955  0.236
H -0.157 3.950 -0.335  -0.146
H -0.963 3.938 -1.951  0.049
C 0.151 -0.369 -0.337  0.698
O 0.377 -1.481 -1.127  -0.805
N -0.221 -0.408 0.927  3.100
N 0.278 0.877 -0.766  1.416
H -0.203 -1.308 1.411  -1.140
H -0.462 0.331 1.535  -0.901
H 0.446 0.977 -1.844  -0.776
H -0.003 1.663 -0.221  -0.625
C 3.975 -2.780 1.526  0.536
O 3.874 -3.991 2.128  -0.803
N 5.036 -2.369 1.022  -0.305
N 2.952 -2.033 1.309  1.234
H 5.923 -2.901 1.077  0.232
H 5.232 -1.412 0.754  0.198
H 2.085 -2.559 1.440  -0.395
H 2.885 -1.062 1.079  0.059
C 1.248 -0.465 4.218  0.082
O 2.534 -0.810 4.685  -0.655
H 0.637 -1.344 4.463  0.177
H 1.315 -0.254 3.171  -0.253
H 0.872 0.404 4.766  0.218
H 2.767 -1.543 4.136  0.342
C -0.005 -4.131 1.122  -0.663
O 0.626 -3.306 2.014  -0.817
H 0.038 -3.714 0.165  0.043
H -1.062 -4.108 1.281  0.423
H 0.417 -5.105 1.079  0.356
H 0.068 -2.820 2.586  0.287
C 2.877 -3.802 -1.524  -0.736
O 4.074 -3.053 -1.566  -0.756
H 2.143 -3.214 -0.885  0.126
H 3.174 -4.645 -0.975  0.503
H 2.303 -4.193 -2.418  0.276
H 4.143 -2.733 -0.645  0.501
C -1.040 0.072 -3.737  -0.506
O 0.086 0.874 -3.534  -0.272
H -0.857 -0.874 -3.137  0.026
H -1.093 -0.252 -4.790  0.534
H -2.086 0.510 -3.623  0.137
H 0.025 1.650 -4.057  -0.044
C 3.125 1.613 1.634  -0.627
O 2.808 0.608 0.712  -0.433
H 2.382 2.432 1.596  -0.049
H 4.131 1.879 1.310  0.495
H 3.113 1.303 2.711  0.253
H 1.934 0.834 0.380  -0.227
C 3.472 1.169 -2.469  0.434
O 4.033 1.922 -1.403  -0.591
H 2.973 0.305 -1.922  -0.353
H 4.260 0.639 -3.053  0.475
H 2.762 1.689 -3.125  -0.261
H 3.288 2.009 -0.682  0.260

Computed properties:
net charge = 0
spin multiplicity = 1
energy above the lowest of the compared OMol25 structures with the same formula, charge and spin = 52.3 kcal per mole
orbital gap = 8.403 eV
HOMO energy = -8.46 eV

Number 1 is which compound? C21H70IN4O12

What is the formula in the second record? C21H72N6O15